A structure of composition C23H19IN7O2PbSe, computed with wB97M-V/def2-TZVPD.

```
54
C23H19IN7O2PbSe (wB97M-V/def2-TZVPD)
Pb -0.1155 0.0066 -0.3837
O -0.1786 -1.3503 3.8096
C -0.3873 -1.1834 2.6268
N -0.4237 -0.0062 1.9389
C -0.3870 1.1688 2.6358
O -0.1755 1.3236 3.8191
C -0.6218 2.3865 1.7740
C -0.9897 3.5816 2.3815
C -1.1453 4.7147 1.6000
C -0.8954 4.6215 0.2377
C -0.5135 3.3978 -0.2827
N -0.3987 2.3055 0.4630
C -0.6223 -2.3954 1.7564
C -1.0129 -3.5867 2.3582
C -1.1813 -4.7122 1.5694
C -0.9067 -4.6227 0.2117
C -0.4961 -3.4056 -0.3008
N -0.3775 -2.3162 0.4492
H -1.1467 3.6009 3.4473
H -1.4385 5.6551 2.0413
H -0.9965 5.4781 -0.4087
H -0.2879 3.2860 -1.3345
H -1.1821 -3.6049 3.4228
H -1.5033 -5.6459 2.0027
H -1.0185 -5.4737 -0.4387
H -0.2484 -3.2951 -1.3468
I -1.4447 -1.2140 -6.9357
C -0.5634 -0.3623 -5.2520
C 0.5788 0.4100 -5.2029
N 0.7750 0.7092 -3.9082
N -0.1625 0.1761 -3.1258
C -0.9858 -0.4786 -3.9226
H 1.2228 0.7428 -5.9892
H 1.5270 1.2460 -3.5054
H -1.8350 -0.9956 -3.5248
C 2.7729 -2.8750 1.6682
N 2.6600 -1.6351 2.3812
C 2.6395 -0.4047 1.8585
Se 2.6087 0.0398 0.0358
N 2.6569 0.4928 2.8515
C 2.6387 -0.1585 4.0642
C 2.5962 0.2935 5.3742
C 2.4924 -0.6726 6.3534
C 2.4306 -2.0340 6.0486
C 2.5106 -2.4919 4.7496
C 2.6259 -1.5284 3.7589
H 2.7914 -2.6741 0.5985
H 1.9327 -3.5268 1.9058
H 3.6974 -3.3803 1.9529
H 2.6178 1.4922 2.7264
H 2.6066 1.3451 5.6089
H 2.4451 -0.3696 7.3859
H 2.2934 -2.7407 6.8500
H 2.4511 -3.5389 4.5024
```

**Kohn-Sham gap**: 8.082 eV
**Charge**: +1
**Total energy**: -117376.3414 eV

Here is what Mulliken gives for the atomic charges, in e: number 1, Pb, carries 0.8971; number 2, O, carries -0.6009; number 3, C, carries -0.0905; number 4, N, carries -0.1490; number 5, C, carries 0.0965; number 6, O, carries -0.5763; number 7, C, carries 0.5050; number 8, C, carries -0.6046; number 9, C, carries -0.3054; number 10, C, carries -0.7276; number 11, C, carries -0.1875; number 12, N, carries -0.0689; number 13, C, carries 0.7698; number 14, C, carries -0.5812; number 15, C, carries -0.4622; number 16, C, carries -0.7095; number 17, C, carries -0.3599; number 18, N, carries 0.0285; number 19, H, carries 0.4894; number 20, H, carries 0.4638; number 21, H, carries 0.4067; number 22, H, carries 0.4265; number 23, H, carries 0.5341; number 24, H, carries 0.4717; number 25, H, carries 0.4399; number 26, H, carries 0.4717; number 27, I, carries 0.1553; number 28, C, carries -0.5286; number 29, C, carries -0.1737; number 30, N, carries -0.0004; number 31, N, carries -0.0843; number 32, C, carries -0.5225; number 33, H, carries 0.4801; number 34, H, carries 0.1415; number 35, H, carries 0.5184; number 36, C, carries -1.0306; number 37, N, carries 0.4597; number 38, C, carries -0.4250; number 39, Se, carries -0.1886; number 40, N, carries 0.2581; number 41, C, carries 0.8617; number 42, C, carries -0.9329; number 43, C, carries -0.5425; number 44, C, carries -0.7747; number 45, C, carries -0.7480; number 46, C, carries 0.4386; number 47, H, carries 0.2533; number 48, H, carries 0.3940; number 49, H, carries 0.3682; number 50, H, carries 0.3271; number 51, H, carries 0.4392; number 52, H, carries 0.4039; number 53, H, carries 0.4141; number 54, H, carries 0.4613

=====

A structure of composition C23H19N5O8Se2W, computed with wB97M-V/def2-TZVPD.

```
58
C23H19N5O8Se2W (wB97M-V/def2-TZVPD)
W 0.6077 0.1916 -0.0031
O -0.8280 4.0612 4.7221
C -0.4521 3.2449 3.7252
C 0.8131 2.6660 3.6535
C 1.0866 1.8339 2.5897
N 0.1804 1.5873 1.6557
C -1.0213 2.1514 1.7023
C -1.3925 2.9924 2.7201
C -1.8461 1.7918 0.5068
O -2.9731 2.1428 0.3231
O -1.1333 1.0400 -0.3328
C 2.4046 1.1597 2.3133
O 3.3547 1.3131 3.0409
O 2.3690 0.4797 1.2052
H -0.1131 4.1697 5.3605
H 1.5901 2.8424 4.3865
H -2.3762 3.4388 2.7369
O -1.4817 -5.6512 -0.7523
C -0.7747 -5.0432 0.3191
C -0.9697 -3.5126 0.2374
C -2.4853 -3.2756 0.2536
O -2.8062 -1.9535 0.6439
C -0.2561 -2.9928 1.4892
Se -0.1452 -1.1036 2.0124
C -0.2709 -3.0955 -1.0682
Se -0.6267 -1.2739 -1.6612
H -1.2658 -6.5873 -0.7760
H 0.2952 -5.2734 0.2680
H -1.1567 -5.4022 1.2816
H -2.9289 -3.9876 0.9621
H -2.8880 -3.5172 -0.7335
H -3.6717 -1.7223 0.2925
H 0.7614 -3.3813 1.5008
H -0.7580 -3.3965 2.3734
H -0.6375 -3.7247 -1.8776
H 0.7974 -3.2792 -0.9778
O 2.2720 -0.3019 -1.1197
N 2.1773 -1.4001 -0.4237
C 3.1364 -2.2576 -0.4579
C 3.0045 -3.4410 0.3393
N 2.8660 -4.3888 0.9720
C 4.2833 -2.0614 -1.2936
N 5.2080 -1.9117 -1.9560
C 1.4085 2.1537 -0.6775
C 0.5764 2.6934 -1.7792
C -0.3021 3.7564 -1.5592
C -1.1387 4.2054 -2.5619
C -1.1038 3.5901 -3.8121
C -0.2214 2.5404 -4.0540
C 0.6134 2.1014 -3.0424
C -1.9764 4.0460 -4.8606
N -2.6735 4.4104 -5.6984
H 1.5171 2.8510 0.1467
H 2.3973 1.8594 -1.0197
H -0.3250 4.2381 -0.5880
H -1.8211 5.0257 -2.3868
H -0.1962 2.0763 -5.0304
H 1.2971 1.2817 -3.2304
```

**Kohn-Sham gap**: 6.265 eV
**Charge**: 0
**Total energy**: -180506.5311 eV

Here is what Mulliken gives for the atomic charges, in e: number 1, W, carries 1.8488; number 2, O, carries -0.5350; number 3, C, carries 0.9154; number 4, C, carries -0.5067; number 5, C, carries 0.3658; number 6, N, carries 0.4392; number 7, C, carries 0.3721; number 8, C, carries -0.9489; number 9, C, carries 0.1973; number 10, O, carries -0.6543; number 11, O, carries -0.5189; number 12, C, carries -0.2310; number 13, O, carries -0.7237; number 14, O, carries -0.4539; number 15, H, carries 0.3206; number 16, H, carries 0.4957; number 17, H, carries 0.6058; number 18, O, carries -0.5365; number 19, C, carries -1.4080; number 20, C, carries 2.2033; number 21, C, carries -1.3821; number 22, O, carries -0.3847; number 23, C, carries -1.6767; number 24, Se, carries 0.0378; number 25, C, carries -1.3620; number 26, Se, carries -0.1286; number 27, H, carries 0.3564; number 28, H, carries 0.4841; number 29, H, carries 0.4987; number 30, H, carries 0.4267; number 31, H, carries 0.4741; number 32, H, carries 0.3276; number 33, H, carries 0.2721; number 34, H, carries 0.6404; number 35, H, carries 0.6507; number 36, H, carries 0.2744; number 37, O, carries -0.7067; number 38, N, carries 0.3519; number 39, C, carries 1.0122; number 40, C, carries -0.1062; number 41, N, carries -0.4915; number 42, C, carries -0.1153; number 43, N, carries -0.4350; number 44, C, carries -2.1858; number 45, C, carries 0.7768; number 46, C, carries -0.4285; number 47, C, carries -0.9220; number 48, C, carries 0.5638; number 49, C, carries -0.9885; number 50, C, carries -0.0371; number 51, C, carries -0.0381; number 52, N, carries -0.5112; number 53, H, carries 0.6477; number 54, H, carries 0.9644; number 55, H, carries 0.4391; number 56, H, carries 0.4700; number 57, H, carries 0.4770; number 58, H, carries 0.5072

=====

Among the records above, which one has the lowest Kohn-Sham gap?
C23H19N5O8Se2W